1.
This record from OMol25 describes 2 unconnected molecules or ions with the total composition C9H22NP in a non-equilibrium geometry. The level of theory is wB97M-V/def2-TZVPD.

HOMO (alpha / beta)   -9.0 / -7.8 eV
Charge   0
Molecular weight   175.26 g mol⁻¹

Each line ends with the natural charge from an NBO analysis.
Positions of all 33 atoms, in Å:
C1 -3.3725 -0.4261 0.6132  -0.61
C2 -2.4772 -2.4524 -0.7768  -0.62
C3 1.7623 3.0925 0.2893  -0.62
C4 -0.3501 2.3531 -0.8883  -0.62
C5 2.8354 -0.8437 -0.2001  -0.62
C6 2.6476 -1.0193 2.3352  -0.61
C7 -3.0504 -1.0374 -0.7516  -0.10
C8 1.0576 1.9460 -0.2386  -0.57
C9 2.4652 -0.1342 1.0525  -0.53
N1 -2.2041 -0.1833 -1.4869  -0.44
P1 0.7168 0.5247 0.8928  0.60
H1 -2.4316 -0.2722 1.0048  0.22
H2 -3.9781 0.4125 0.3574  0.22
H3 -3.8686 -1.1367 1.1577  0.20
H4 -1.5379 -2.4233 -0.2042  0.21
H5 -2.2154 -2.7031 -1.7940  0.21
H6 -3.2057 -3.1554 -0.2194  0.21
H7 1.2659 3.9132 -0.1335  0.22
H8 1.7614 3.1817 1.4209  0.21
H9 2.8525 3.1213 -0.0666  0.21
H10 -0.2591 3.0939 -1.7552  0.21
H11 -1.0395 2.6206 -0.0031  0.20
H12 -0.8082 1.4569 -1.2775  0.24
H13 3.8274 -1.1543 -0.1669  0.21
H14 2.1115 -1.6221 -0.3517  0.21
H15 2.6029 -0.0772 -0.9718  0.21
H16 1.8775 -1.7502 2.4631  0.20
H17 2.5162 -0.3712 3.2016  0.21
H18 3.6573 -1.5394 2.2911  0.20
H19 -3.9592 -1.0910 -1.4692  0.21
H20 1.5086 1.6671 -1.1398  0.21
H21 3.0288 0.7017 1.4333  0.22
H22 -1.6314 -0.7284 -2.1014  0.30

Atoms 1-2, force components in eV/Å:
-0.257 -0.441 -3.423
-0.802 -0.389 2.363

***

2.
This record from OMol25 describes a gas-phase ion, C9H22NSi2 (charge +1) in a non-equilibrium geometry. The level of theory is wB97M-V/def2-TZVPD.

HOMO   -12.7 eV
Charge   +1
Molecular weight   200.45 g mol⁻¹
SMILES   C[Si](C)(C)C#C[C@H]([NH3+])[Si](C)(C)C

Each line ends with the natural charge from an NBO analysis.
Positions of all 34 atoms, in Å:
C1 3.0617 -0.7907 1.8262  -1.10
Si1 3.1563 0.4411 0.3923  1.57
C2 4.1464 0.0181 -1.1283  -1.13
C3 3.4615 2.2898 1.0207  -1.08
C4 1.2840 0.4192 -0.2194  -0.33
C5 0.1604 0.2974 -0.6604  -0.15
C6 -1.2569 -0.0916 -1.2141  -0.44
N1 -1.8764 1.0827 -1.9801  -0.69
Si2 -2.6877 -0.7296 0.1123  1.60
C7 -3.4364 0.8728 0.6918  -1.16
C8 -1.5083 -1.6213 1.3016  -1.11
C9 -3.7506 -1.8767 -0.9493  -1.15
H1 3.9205 -0.8008 2.5301  0.26
H2 2.3162 -0.5324 2.5159  0.25
H3 3.0205 -1.7494 1.4201  0.24
H4 5.1404 0.3711 -0.9677  0.25
H5 4.2946 -1.0155 -1.2916  0.25
H6 3.8839 0.5830 -2.1718  0.26
H7 4.5773 2.6030 0.9039  0.25
H8 2.6943 3.0463 0.6804  0.25
H9 3.2051 2.2077 2.0945  0.24
H10 -1.1928 -0.8662 -1.9686  0.24
H11 -1.7664 2.1207 -1.7154  0.46
H12 -2.8609 0.8496 -2.0567  0.43
H13 -1.5573 1.1839 -2.9223  0.43
H14 -2.7180 1.7003 1.0818  0.27
H15 -4.0017 1.4416 -0.0845  0.24
H16 -4.0632 0.7429 1.5170  0.27
H17 -0.4513 -1.2646 1.4073  0.28
H18 -1.9918 -1.4711 2.2378  0.24
H19 -1.5155 -2.7075 1.1743  0.26
H20 -4.7210 -2.2137 -0.4802  0.28
H21 -3.8530 -1.7487 -2.0122  0.26
H22 -3.1139 -2.7916 -1.0853  0.27

Atoms 1-2, force components in eV/Å:
2.553 1.645 0.014
-1.653 1.812 0.033

***

Copy entry 1 word for word.
This record from OMol25 describes 2 unconnected molecules or ions with the total composition C9H22NP in a non-equilibrium geometry. The level of theory is wB97M-V/def2-TZVPD.

HOMO (alpha / beta)   -9.0 / -7.8 eV
Charge   0
Molecular weight   175.26 g mol⁻¹

Each line ends with the natural charge from an NBO analysis.
Positions of all 33 atoms, in Å:
C1 -3.3725 -0.4261 0.6132  -0.61
C2 -2.4772 -2.4524 -0.7768  -0.62
C3 1.7623 3.0925 0.2893  -0.62
C4 -0.3501 2.3531 -0.8883  -0.62
C5 2.8354 -0.8437 -0.2001  -0.62
C6 2.6476 -1.0193 2.3352  -0.61
C7 -3.0504 -1.0374 -0.7516  -0.10
C8 1.0576 1.9460 -0.2386  -0.57
C9 2.4652 -0.1342 1.0525  -0.53
N1 -2.2041 -0.1833 -1.4869  -0.44
P1 0.7168 0.5247 0.8928  0.60
H1 -2.4316 -0.2722 1.0048  0.22
H2 -3.9781 0.4125 0.3574  0.22
H3 -3.8686 -1.1367 1.1577  0.20
H4 -1.5379 -2.4233 -0.2042  0.21
H5 -2.2154 -2.7031 -1.7940  0.21
H6 -3.2057 -3.1554 -0.2194  0.21
H7 1.2659 3.9132 -0.1335  0.22
H8 1.7614 3.1817 1.4209  0.21
H9 2.8525 3.1213 -0.0666  0.21
H10 -0.2591 3.0939 -1.7552  0.21
H11 -1.0395 2.6206 -0.0031  0.20
H12 -0.8082 1.4569 -1.2775  0.24
H13 3.8274 -1.1543 -0.1669  0.21
H14 2.1115 -1.6221 -0.3517  0.21
H15 2.6029 -0.0772 -0.9718  0.21
H16 1.8775 -1.7502 2.4631  0.20
H17 2.5162 -0.3712 3.2016  0.21
H18 3.6573 -1.5394 2.2911  0.20
H19 -3.9592 -1.0910 -1.4692  0.21
H20 1.5086 1.6671 -1.1398  0.21
H21 3.0288 0.7017 1.4333  0.22
H22 -1.6314 -0.7284 -2.1014  0.30

Atoms 1-2, force components in eV/Å:
-0.257 -0.441 -3.423
-0.802 -0.389 2.363

***

Question: Which formula does entry 1 have?
Answer: C9H22NP

***

Question: The highest molecular weight belongs to which entry?
Answer: C9H22NSi2

***

Question: What is the molecular weight in the first record?
Answer: 175.26 g mol⁻¹